{
  "formula": "C4H6N2O3S2",
  "method": "wB97M-V/def2-TZVPD",
  "fmax_ev_per_a": 5.3,
  "multiplicity": 1,
  "homo_lumo_gap_ev": 8.28,
  "e_lumo_ev": 0.2,
  "relative_energy_kj_mol": 57.3,
  "total_charge": 0,
  "elements": ["C", "C", "C", "C", "N", "N", "O", "O", "O", "S", "S", "H", "H", "H", "H", "H", "H"],
  "coordinates": [[2.54866, -1.17514, 0.27546], [1.29152, -0.88790, -0.11468], [3.32903, -0.00540, 0.38725], [1.60717, 1.42530, -0.01053], [2.86951, 1.20560, 0.30496], [0.80219, 0.31271, -0.14273], [-3.74904, 0.95058, 0.59187], [-1.93756, -0.91857, 0.37752], [-3.97928, -1.02493, -0.92874], [0.97260, 2.86696, -0.16190], [-3.30168, -0.66492, 0.56847], [2.96218, -2.17119, 0.47192], [0.50534, -1.71398, -0.31301], [4.38075, 0.12670, 0.78156], [-0.10949, 0.51243, -0.53454], [-3.67072, 1.61286, -0.11222], [-4.52117, -0.45112, -1.44066]],
  "forces_ev_per_angstrom": [[1.5, 0.0, -0.2], [-2.4, -4.7, 0.1], [1.8, 0.8, 2.0], [-0.7, -1.1, 0.3], [1.5, 0.2, -0.2], [-0.4, 1.7, -1.2], [0.3, -0.9, 0.8], [2.6, 0.1, -0.5], [1.6, -1.5, 1.3], [-1.4, 3.0, -0.5], [-4.1, 1.8, -1.3], [-0.5, 0.5, -0.4], [1.5, 1.4, 0.3], [-0.9, -1.5, -0.8], [-0.1, -0.3, 0.4], [0.5, -0.6, -0.3], [-0.8, 1.3, -0.1]],
  "nbo_charge": [-0.395, 0.124, 0.128, 0.171, -0.478, -0.523, -0.945, -0.923, -0.943, -0.162, 1.801, 0.246, 0.233, 0.213, 0.441, 0.510, 0.505]
}

---

{
  "formula": "C6H24Fe2O18S3",
  "method": "wB97M-V/def2-TZVPD",
  "fmax_ev_per_a": 4.4,
  "multiplicity": 11,
  "homo_lumo_gap_ev": [6.58, 4.72],
  "e_lumo_ev": [-1.9, -3.7],
  "relative_energy_kj_mol": 58.4,
  "total_charge": 0,
  "elements": ["Fe", "Fe", "S", "O", "O", "O", "O", "S", "O", "O", "O", "O", "S", "O", "O", "O", "O", "C", "O", "H", "H", "H", "H", "C", "O", "H", "H", "H", "H", "C", "O", "H", "H", "H", "H", "C", "O", "H", "H", "H", "H", "C", "O", "H", "H", "H", "H", "C", "O", "H", "H", "H", "H"],
  "coordinates": [[-3.26622, -0.03075, -0.92326], [-0.18389, 2.57692, 1.41925], [-0.14200, 0.19835, 0.24689], [-0.38763, 0.68351, 1.64384], [-1.37322, -0.16099, -0.41510], [0.21715, 1.59286, -0.19653], [0.91669, -0.78082, 0.13206], [-3.23638, -1.04099, -3.44836], [-2.79087, 0.25778, -2.83241], [-3.57347, -1.63405, -2.09246], [-4.34999, -0.85360, -4.34552], [-2.11827, -1.69946, -4.05492], [-3.34182, 2.28941, 0.46194], [-1.97155, 2.64569, 0.91044], [-3.26282, 1.93674, -0.98214], [-3.58568, 0.87050, 0.81048], [-4.37471, 3.19316, 0.85015], [3.42265, -1.40067, -2.13451], [3.15359, -0.23313, -1.37750], [2.58624, -1.75733, -2.73600], [4.26901, -1.18754, -2.78791], [3.77748, -2.20019, -1.47497], [2.47425, -0.44941, -0.71720], [3.60171, -2.28823, 1.68685], [2.26353, -2.18963, 2.17226], [3.92188, -1.33231, 1.26799], [4.15089, -2.66645, 2.54823], [3.70925, -3.06336, 0.92049], [1.72039, -1.69061, 1.54671], [-2.73455, -2.45912, 1.11028], [-3.70588, -1.60252, 0.50552], [-1.87409, -1.89934, 1.47496], [-3.18529, -3.03706, 1.91452], [-2.28372, -3.18518, 0.42943], [-4.55354, -1.79842, 0.90815], [2.90090, 1.60966, 1.78174], [1.82836, 2.56145, 1.98102], [2.64922, 0.69821, 2.32425], [3.08032, 1.33541, 0.73913], [3.83912, 2.05262, 2.11200], [2.23509, 3.33852, 2.37732], [-0.21366, -3.52431, -1.76875], [0.16525, -3.61831, -0.38964], [-0.89730, -2.67852, -1.88792], [0.64279, -3.28265, -2.40580], [-0.68623, -4.41608, -2.16763], [0.49758, -2.74103, -0.17037], [-0.03194, 5.76857, 1.09083], [0.19348, 4.42758, 0.58990], [0.52291, 6.53235, 0.55343], [-1.08676, 6.04176, 0.99856], [0.15111, 5.74152, 2.16373], [0.32063, 4.54952, -0.36344]],
  "forces_ev_per_angstrom": [[-0.1, -1.3, -2.0], [-0.3, -1.2, -1.4], [-0.6, 0.6, -0.7], [-0.2, -1.7, 2.9], [1.4, -1.0, 0.4], [1.8, 1.1, -2.3], [-0.9, 0.7, 0.2], [0.2, 0.0, -1.8], [0.5, 2.6, 0.4], [-1.3, -1.3, 1.5], [-0.1, -0.2, 0.9], [0.4, -0.6, 0.1], [-2.8, -2.5, -2.3], [0.9, 1.9, 1.4], [0.6, 3.4, -2.1], [-0.6, -0.9, 4.0], [1.1, 0.4, 0.3], [0.7, -0.3, 0.3], [-0.2, 0.2, 0.3], [-0.1, 0.1, 0.1], [-0.2, 0.2, -0.1], [-0.2, -0.2, -0.1], [0.3, 0.0, -0.6], [-0.8, -0.6, 0.2], [-0.1, 0.2, 0.0], [0.5, 0.0, 0.2], [0.5, 0.5, -0.1], [-0.2, 0.1, -0.2], [0.3, -0.3, 0.1], [0.7, -0.7, 0.0], [0.2, -0.7, 0.3], [-0.3, 0.3, 0.3], [0.0, 0.2, 0.2], [-0.4, 0.2, -0.4], [-0.1, 0.3, -0.2], [0.6, -1.1, -0.2], [-0.1, 0.7, 0.2], [0.2, 0.1, 0.1], [-0.6, 0.4, -0.1], [-0.2, 0.0, 0.4], [-0.2, 0.1, -0.1], [0.0, 1.2, -0.2], [0.0, -0.4, -0.3], [-0.2, -0.2, -0.2], [0.1, -0.2, 0.0], [0.0, -0.2, 0.5], [0.0, -0.2, 0.1], [-1.2, 0.1, 0.8], [0.5, 1.2, -0.5], [0.5, -0.3, 0.1], [0.0, -0.3, -0.2], [0.5, 0.2, -0.1], [-0.1, -0.8, 0.0]],
  "mulliken_spin": [4.290, 4.270, -0.016, 0.218, 0.013, 0.245, 0.023, -0.014, 0.223, 0.184, 0.021, 0.024, 0.006, 0.132, 0.115, 0.102, 0.032, 0.000, 0.001, 0.000, 0.000, 0.000, -0.001, 0.000, 0.001, 0.000, 0.000, 0.000, -0.001, 0.000, 0.035, 0.003, 0.000, 0.001, -0.001, 0.001, 0.038, 0.001, 0.003, 0.002, -0.002, 0.000, 0.000, 0.001, 0.000, 0.000, -0.001, 0.007, 0.039, 0.003, 0.001, -0.001, 0.001]
}

---

{
  "formula": "C44H48F2IMnN5O2PS",
  "method": "wB97M-V/def2-TZVPD",
  "fmax_ev_per_a": 1.0,
  "multiplicity": 2,
  "homo_lumo_gap_ev": [6.06, 6.15],
  "e_lumo_ev": [2.1, 2.1],
  "relative_energy_kj_mol": 104.2,
  "total_charge": -1,
  "elements": ["Mn", "F", "C", "C", "C", "C", "C", "F", "C", "C", "C", "C", "C", "C", "N", "H", "H", "H", "H", "H", "H", "C", "C", "C", "P", "C", "C", "C", "C", "C", "C", "C", "C", "C", "C", "N", "C", "C", "C", "C", "C", "C", "C", "C", "C", "H", "H", "H", "H", "H", "H", "H", "H", "H", "H", "H", "H", "H", "H", "H", "H", "H", "H", "H", "H", "H", "H", "H", "H", "H", "H", "H", "H", "H", "H", "H", "C", "C", "C", "N", "N", "C", "N", "S", "H", "H", "H", "H", "H", "H", "H", "I", "C", "C", "C", "C", "C", "C", "C", "O", "O", "H", "H", "H", "H"],
  "coordinates": [[-0.28768, -0.28390, -0.02332], [-2.87245, 1.91357, -4.38800], [-2.55166, 0.81027, -3.66720], [-1.97489, 0.95185, -2.42183], [-1.72791, -0.15766, -1.60881], [-2.07767, -1.42464, -2.13881], [-2.51979, -1.52061, -3.45641], [-2.65671, -2.73801, -4.05332], [-2.79534, -0.42293, -4.23959], [-1.97962, -2.60048, -1.27592], [-2.77909, -3.73864, -1.44910], [-2.65897, -4.80358, -0.58347], [-1.76059, -4.70898, 0.47358], [-1.03998, -3.53946, 0.59972], [-1.12030, -2.51408, -0.24253], [-1.69481, 1.95043, -2.11084], [-3.15474, -0.53151, -5.25228], [-3.49493, -3.77341, -2.25521], [-3.25474, -5.69730, -0.71934], [-1.62771, -5.51723, 1.17945], [-0.34512, -3.41800, 1.41761], [1.58369, -2.91559, 4.27235], [0.54930, -2.04066, 3.56131], [-0.10631, -1.09648, 4.56785], [1.07803, -1.14981, 1.96402], [2.63827, -2.07958, 1.48824], [3.39199, -1.25564, 0.44515], [2.35662, -3.46662, 0.91038], [1.80372, 0.41848, 2.52063], [2.68473, 0.46258, 3.60402], [3.27571, 1.62755, 4.05217], [4.24772, 1.63633, 5.20291], [2.93345, 2.80558, 3.37795], [2.09015, 2.79867, 2.29627], [1.51462, 1.59932, 1.77403], [0.71602, 1.60300, 0.67994], [0.83449, 2.69789, -0.20534], [2.05271, 2.97547, -0.85848], [3.22169, 2.03939, -0.75787], [2.15729, 4.08403, -1.68410], [1.08584, 4.92971, -1.93158], [1.21119, 6.09754, -2.87343], [-0.12317, 4.61733, -1.33280], [-0.26193, 3.53007, -0.47941], [-1.59817, 3.25621, 0.14761], [1.07469, -3.48710, 5.05296], [2.35730, -2.32061, 4.75747], [2.06577, -3.62620, 3.60464], [-0.24900, -2.70570, 3.21646], [0.60288, -0.36513, 4.95452], [-0.48686, -1.67662, 5.41344], [-0.93881, -0.55810, 4.12360], [3.25562, -2.16211, 2.38853], [2.72973, -1.00580, -0.38617], [4.23497, -1.82795, 0.04860], [3.77351, -0.33115, 0.87475], [1.72227, -3.37546, 0.02654], [1.86985, -4.14086, 1.61734], [3.29727, -3.93213, 0.60585], [2.94324, -0.46332, 4.10467], [4.30106, 0.65518, 5.67587], [3.95662, 2.36572, 5.96269], [5.25253, 1.90339, 4.86451], [3.36079, 3.74615, 3.71207], [1.86052, 3.72862, 1.79233], [2.89244, 1.03767, -1.03487], [3.64097, 1.99546, 0.24922], [4.00809, 2.34995, -1.44622], [3.10904, 4.27786, -2.16939], [2.22064, 6.51016, -2.85836], [0.50863, 6.89031, -2.61339], [0.99434, 5.78314, -3.89750], [-0.99272, 5.23530, -1.53854], [-2.40050, 3.73414, -0.41638], [-1.63676, 3.63261, 1.17350], [-1.77891, 2.18213, 0.16854], [-6.70174, -0.36435, 1.13737], [-5.67280, 0.45210, 0.34916], [-4.34481, 0.52247, 1.02023], [-3.34596, -0.22999, 0.77006], [-2.21377, 0.06268, 1.46884], [-2.37946, 1.05552, 2.30137], [-1.40807, 1.56555, 3.10145], [-3.99252, 1.73906, 2.25263], [-7.66827, -0.32945, 0.63426], [-6.82463, 0.03454, 2.14518], [-6.38064, -1.40253, 1.21279], [-6.04648, 1.46801, 0.20501], [-5.51907, 0.00452, -0.63340], [-0.47376, 1.42630, 2.72444], [-1.56662, 2.50218, 3.43392], [0.66904, -4.34634, -7.54575], [0.76394, -2.93536, -5.97164], [0.85123, -3.38268, -4.66595], [0.91758, -2.44575, -3.64469], [0.91041, -1.08607, -3.92761], [0.80686, -0.66396, -5.24721], [0.73130, -1.58609, -6.27991], [1.00689, -0.05003, -2.81673], [1.11102, 1.13008, -3.13197], [0.98569, -0.53661, -1.63499], [0.86773, -4.44057, -4.44154], [0.96880, -2.76367, -2.61113], [0.78389, 0.39848, -5.45019], [0.65207, -1.25802, -7.30749]],
  "forces_ev_per_angstrom": [[-0.8, -0.5, 0.2], [0.1, 0.0, -0.1], [0.0, -0.1, 0.1], [-0.2, 0.1, 0.0], [0.9, 0.2, 0.1], [-0.2, 0.3, -0.2], [0.0, 0.1, 0.2], [-0.1, 0.0, 0.0], [0.0, 0.0, -0.1], [0.2, -0.1, 0.2], [0.0, -0.1, 0.0], [0.1, 0.1, 0.1], [-0.1, -0.1, -0.1], [0.2, 0.0, 0.1], [-0.3, 0.6, -0.3], [0.0, 0.0, 0.0], [0.0, 0.0, 0.0], [0.0, 0.0, 0.0], [-0.1, 0.0, 0.0], [0.0, 0.0, 0.0], [0.0, 0.0, 0.0], [0.0, 0.0, -0.1], [-0.2, 0.1, -0.2], [0.0, -0.1, -0.1], [0.9, 0.2, -0.1], [-0.1, 0.0, -0.1], [-0.1, 0.0, 0.1], [0.0, 0.1, 0.1], [-0.2, -0.1, 0.0], [0.1, 0.2, 0.0], [0.0, -0.1, 0.1], [0.0, 0.1, -0.1], [0.0, -0.1, 0.0], [0.0, 0.1, -0.1], [0.1, 0.1, 0.0], [-0.5, -0.9, -0.3], [0.0, 0.3, 0.0], [0.0, -0.1, 0.0], [-0.1, 0.0, 0.0], [0.0, 0.1, 0.1], [0.0, 0.0, 0.0], [0.0, -0.1, 0.0], [0.0, 0.0, -0.1], [0.0, -0.1, 0.1], [0.1, 0.0, 0.0], [0.0, 0.0, 0.0], [0.0, 0.0, 0.0], [0.0, 0.0, 0.0], [0.0, 0.0, 0.0], [0.0, 0.0, 0.0], [0.0, 0.0, 0.0], [0.0, 0.0, 0.0], [0.0, -0.1, 0.0], [0.1, 0.0, 0.0], [0.0, 0.0, 0.0], [0.0, 0.0, 0.0], [0.0, 0.0, 0.0], [-0.1, 0.0, 0.0], [0.0, 0.0, 0.0], [0.0, 0.0, 0.0], [0.0, 0.0, 0.0], [0.0, 0.0, 0.0], [0.0, 0.0, 0.1], [0.0, 0.0, 0.0], [0.0, 0.0, 0.0], [0.0, 0.0, 0.0], [0.0, 0.0, 0.0], [0.0, 0.0, 0.0], [0.0, 0.0, 0.0], [0.0, 0.0, 0.0], [0.0, 0.0, 0.0], [0.0, 0.1, 0.0], [0.0, 0.0, 0.0], [0.0, 0.0, 0.0], [0.0, 0.0, 0.0], [-0.1, 0.0, 0.0], [0.1, 0.1, -0.1], [-0.2, -0.2, 0.1], [0.1, 0.4, 0.3], [-0.3, -0.4, -0.2], [0.6, 0.2, 0.1], [-0.4, 0.3, -0.2], [-0.1, -0.1, -0.1], [0.3, -0.5, -0.1], [0.0, -0.1, 0.0], [0.0, 0.0, 0.0], [0.0, 0.0, 0.0], [0.0, 0.0, -0.1], [0.1, 0.1, 0.0], [0.0, 0.0, 0.1], [0.1, 0.0, 0.0], [0.0, 0.2, 0.2], [0.0, -0.2, -0.3], [0.0, 0.0, 0.1], [0.0, 0.0, 0.0], [0.1, 0.0, 0.0], [0.0, 0.0, 0.0], [0.0, 0.0, 0.0], [0.0, 0.1, 0.0], [0.0, -0.1, 0.0], [0.0, -0.2, 0.6], [0.0, 0.0, 0.0], [0.0, 0.0, 0.0], [0.0, 0.0, 0.1], [0.0, 0.0, 0.0]],
  "mulliken_spin": [0.994, 0.000, -0.005, -0.032, 0.054, -0.029, 0.008, 0.000, 0.000, -0.021, -0.004, 0.002, -0.002, -0.003, 0.004, 0.002, 0.000, 0.000, 0.000, 0.000, -0.006, 0.000, -0.006, -0.002, 0.022, -0.014, -0.003, 0.000, 0.033, 0.000, 0.002, 0.000, -0.001, 0.000, -0.002, -0.015, 0.023, 0.005, -0.002, -0.003, 0.004, 0.000, -0.001, -0.011, 0.002, 0.000, 0.000, 0.000, -0.001, 0.000, 0.000, 0.000, 0.000, -0.002, 0.000, 0.001, 0.001, 0.000, 0.000, -0.001, 0.000, 0.000, 0.000, 0.000, 0.000, 0.003, 0.000, 0.000, 0.000, 0.000, 0.000, 0.000, 0.000, 0.000, 0.001, 0.015, 0.000, 0.000, 0.001, 0.003, -0.011, -0.003, -0.002, -0.002, 0.000, 0.000, 0.000, 0.000, 0.000, 0.006, 0.000, 0.000, 0.000, 0.000, 0.000, 0.002, 0.001, 0.000, 0.000, 0.000, -0.008, 0.000, -0.001, 0.000, 0.000]
}

---

Question: Among the records above, which one has the lowest multiplicity?
Answer: C4H6N2O3S2